This record from OMol25 describes 4 unconnected molecules or ions with the total composition H8O4. The level of theory is ωB97M-V/def2-TZVPD.

The spin multiplicity is 1. The value obtained for the orbital gap is 10.92 eV.

Geometry (Å):
O (0.81591, -1.04229, 0.09199)
H (0.41626, -1.56634, -0.60219)
H (0.45547, -0.16431, -0.03239)
O (-1.81220, 0.81192, -0.87911)
H (-2.37522, 1.11831, -1.59001)
H (-2.40731, 0.68168, -0.14079)
O (1.35098, -1.69208, 3.06128)
H (1.80995, -2.50802, 2.86173)
H (1.20541, -1.28371, 2.20789)
O (0.47958, 2.00304, -1.43989)
H (-0.34356, 1.61378, -1.14469)
H (0.40472, 2.02804, -2.39383)